1.
Molecular formula: C3H4N2O
Method: DFT, ωB97M-V/def2-TZVPD

Summary:
SMILES string	N#C[C@H](N)C=O
ΔE to the lowest compared entry with this formula, charge and spin	33.6	kcal/mol
largest force on an atom	0.0213	hartree/bohr
electronic energy	-301.4337	hartree
net charge	0

Each line ends with the Löwdin charge.
CARTESIAN COORDINATES (ANGSTROEM)
O -0.886 1.426 -1.478  0.083
N -1.595 0.829 1.839  0.164
N 1.250 -0.448 0.408  0.050
C -1.008 0.291 1.001  -0.179
C -0.141 -0.345 -0.010  -0.362
C -0.249 0.416 -1.339  -0.216
H -0.498 -1.362 -0.216  0.151
H 1.347 -1.189 1.095  0.085
H 0.302 -0.056 -2.174  0.130
H 1.536 0.413 0.867  0.092



2.
Molecular formula: C3H4N2O
Method: DFT, ωB97M-V/def2-TZVPD

Summary:
SMILES string	Nc1cnco1
ΔE to the lowest compared entry with this formula, charge and spin	61.5	kcal/mol
largest force on an atom	0.2144	hartree/bohr
electronic energy	-301.3892	hartree
net charge	0

Each line ends with the Löwdin charge.
CARTESIAN COORDINATES (ANGSTROEM)
O 0.147 -1.066 0.089  0.055
N 1.804 0.377 -0.148  0.075
N -1.616 -0.136 -0.133  0.139
C 0.577 1.153 0.022  -0.038
C 1.472 -0.821 -0.110  -0.255
C -0.402 0.151 0.106  -0.470
H -2.221 0.759 -0.289  0.170
H 2.068 -1.667 0.155  0.123
H 0.375 2.174 0.347  0.091
H -2.205 -0.925 -0.038  0.109



3.
Molecular formula: C3H4N2O
Method: DFT, ωB97M-V/def2-TZVPD

Summary:
SMILES string	Oc1cc[nH]n1
ΔE to the lowest compared entry with this formula, charge and spin	53.8	kcal/mol
largest force on an atom	0.0672	hartree/bohr
electronic energy	-301.4015	hartree
net charge	0

Each line ends with the Löwdin charge.
CARTESIAN COORDINATES (ANGSTROEM)
O 2.227 0.055 -0.626  0.041
N -1.075 -1.026 0.326  0.012
N 0.454 -1.386 -0.006  0.162
C -0.047 0.851 -0.239  -0.057
C -1.223 0.291 0.152  -0.178
C 0.911 -0.174 -0.291  -0.461
H 2.746 0.171 0.185  0.115
H 0.122 1.882 -0.457  0.095
H -2.157 0.828 0.314  0.120
H -1.958 -1.492 0.641  0.151



4.
Molecular formula: C3H4N2O
Method: DFT, ωB97M-V/def2-TZVPD

Summary:
ΔE to the lowest compared entry with this formula, charge and spin	120.4	kcal/mol
largest force on an atom	0.0111	hartree/bohr
electronic energy	-301.2954	hartree
net charge	0

Each line ends with the Löwdin charge.
CARTESIAN COORDINATES (ANGSTROEM)
O -0.089 -1.400 0.641  0.026
N -1.422 -0.903 0.871  0.091
N 1.818 -0.101 -0.059  0.112
C -1.488 0.265 0.323  -0.145
C 0.561 -0.435 0.018  -0.509
C -0.277 0.659 -0.382  -0.118
H -2.436 0.789 0.383  0.116
H 1.145 1.072 -0.298  0.223
H -0.396 0.817 -1.454  0.115
H 2.585 -0.764 -0.043  0.091



5.
Molecular formula: C3H4N2O
Method: DFT, ωB97M-V/def2-TZVPD

Summary:
SMILES string	Nc1cocn1
ΔE to the lowest compared entry with this formula, charge and spin	20.5	kcal/mol
largest force on an atom	0.0065	hartree/bohr
electronic energy	-301.4546	hartree
net charge	0

Each line ends with the Löwdin charge.
CARTESIAN COORDINATES (ANGSTROEM)
O -1.576 0.745 -0.193  0.020
N -0.496 -1.130 0.318  0.137
N 1.758 -0.181 0.620  0.094
C 0.401 -0.071 0.319  -0.402
C -1.627 -0.575 0.022  -0.209
C -0.261 1.070 0.014  -0.064
H 2.345 0.190 -0.114  0.086
H 2.046 -1.104 0.909  0.084
H 0.029 2.104 -0.070  0.121
H -2.600 -1.042 -0.067  0.132



6.
Molecular formula: C3H4N2O
Method: DFT, ωB97M-V/def2-TZVPD

Summary:
SMILES string	[H]/N=C1/NO1.C#C
ΔE to the lowest compared entry with this formula, charge and spin	130.7	kcal/mol
largest force on an atom	0.0120	hartree/bohr
electronic energy	-301.2790	hartree
net charge	0

Each line ends with the Löwdin charge.
CARTESIAN COORDINATES (ANGSTROEM)
O -1.704 1.210 -1.196  0.067
N -0.076 1.608 0.606  0.164
N -1.342 -0.176 -0.616  0.176
C 1.086 -1.907 0.201  -0.016
C -0.838 1.043 -0.204  -0.579
C 1.327 -0.968 0.915  -0.016
H -0.702 -0.576 -1.310  0.096
H -0.106 2.619 0.504  0.072
H 0.878 -2.756 -0.412  0.021
H 1.479 -0.095 1.513  0.015



7.
Molecular formula: C3H4N2O
Method: DFT, ωB97M-V/def2-TZVPD

Summary:
SMILES string	Nc1cocn1
ΔE to the lowest compared entry with this formula, charge and spin	32.2	kcal/mol
largest force on an atom	0.0242	hartree/bohr
electronic energy	-301.4359	hartree
net charge	0

Each line ends with the Löwdin charge.
CARTESIAN COORDINATES (ANGSTROEM)
O -1.606 0.791 -0.161  0.037
N -0.572 -1.208 -0.122  0.143
N 1.742 -0.116 0.205  0.079
C -0.277 0.999 0.014  -0.082
C 0.356 -0.173 0.039  -0.405
C -1.691 -0.569 -0.228  -0.193
H 0.296 1.902 0.133  0.129
H -2.685 -0.983 -0.349  0.132
H 2.308 -0.232 -0.618  0.080
H 2.129 -0.410 1.087  0.080



8.
Molecular formula: C3H4N2O
Method: DFT, ωB97M-V/def2-TZVPD

Summary:
SMILES string	Nc1cnco1
ΔE to the lowest compared entry with this formula, charge and spin	23.8	kcal/mol
largest force on an atom	0.0280	hartree/bohr
electronic energy	-301.4493	hartree
net charge	0

Each line ends with the Löwdin charge.
CARTESIAN COORDINATES (ANGSTROEM)
O -0.389 -1.129 -0.221  0.069
N -1.696 0.688 0.163  0.080
N 1.758 -0.307 0.182  0.138
C 0.417 -0.080 0.064  -0.405
C -1.667 -0.537 -0.207  -0.187
C -0.353 1.021 0.250  -0.111
H -2.478 -1.138 -0.570  0.119
H 2.344 0.499 0.315  0.102
H 2.150 -1.066 -0.343  0.098
H -0.087 2.049 0.366  0.097



9.
Molecular formula: C3H4N2O
Method: DFT, ωB97M-V/def2-TZVPD

Summary:
SMILES string	On1ccnc1
ΔE to the lowest compared entry with this formula, charge and spin	70.2	kcal/mol
largest force on an atom	0.0501	hartree/bohr
electronic energy	-301.3753	hartree
net charge	0

Each line ends with the Löwdin charge.
CARTESIAN COORDINATES (ANGSTROEM)
O -2.048 -0.308 -0.138  0.020
N 1.475 -0.878 -0.057  0.054
N -0.652 -0.277 0.131  -0.128
C 1.331 0.540 -0.104  -0.160
C 0.239 -1.332 -0.039  -0.142
C 0.061 0.945 -0.076  -0.071
H -0.393 1.931 0.236  0.136
H 2.223 1.110 -0.005  0.087
H -2.258 0.627 0.002  0.095
H 0.023 -2.356 0.051  0.110



10.
Molecular formula: C3H4N2O
Method: DFT, ωB97M-V/def2-TZVPD

Summary:
SMILES string	Oc1cn[nH]c1
ΔE to the lowest compared entry with this formula, charge and spin	52.5	kcal/mol
largest force on an atom	0.0262	hartree/bohr
electronic energy	-301.4036	hartree
net charge	0

Each line ends with the Löwdin charge.
CARTESIAN COORDINATES (ANGSTROEM)
O 2.062 -0.121 -0.256  0.041
N -1.292 1.086 -0.093  0.027
N -1.402 -0.145 0.416  -0.056
C -0.044 1.140 -0.550  -0.109
C -0.235 -0.855 0.328  -0.061
C 0.714 0.033 -0.120  -0.334
H -2.170 -0.364 1.037  0.147
H 2.410 -0.552 0.537  0.112
H 0.175 1.686 -1.455  0.113
H -0.222 -1.920 0.158  0.120



11.
Molecular formula: C3H4N2O
Method: DFT, ωB97M-V/def2-TZVPD

Summary:
SMILES string	Oc1cc[nH]n1
ΔE to the lowest compared entry with this formula, charge and spin	58.5	kcal/mol
largest force on an atom	0.0694	hartree/bohr
electronic energy	-301.3940	hartree
net charge	0

Each line ends with the Löwdin charge.
CARTESIAN COORDINATES (ANGSTROEM)
O -1.121 0.953 1.764  0.002
N 1.214 -0.111 -0.284  -0.014
N 0.674 0.253 0.889  0.014
C -0.642 0.289 0.720  -0.464
C -1.001 -0.228 -0.546  0.009
C 0.225 -0.482 -1.130  -0.104
H 2.146 -0.498 -0.261  0.153
H 0.012 1.068 1.945  0.192
H -1.974 -0.358 -0.997  0.101
H 0.468 -0.886 -2.099  0.113



12.
Molecular formula: C3H4N2O
Method: DFT, ωB97M-V/def2-TZVPD

Summary:
SMILES string	[H]/N=C/OCC#N
ΔE to the lowest compared entry with this formula, charge and spin	33.3	kcal/mol
largest force on an atom	0.0254	hartree/bohr
electronic energy	-301.4341	hartree
net charge	0

Each line ends with the Löwdin charge.
CARTESIAN COORDINATES (ANGSTROEM)
O -0.141 0.625 -0.538  -0.059
N -1.465 -0.214 1.127  0.115
N 3.058 0.017 -1.423  0.154
C -1.266 0.619 0.198  -0.306
C 2.037 -0.150 -0.904  -0.167
C 0.770 -0.417 -0.215  -0.192
H 0.932 -0.468 0.866  0.125
H -2.364 -0.051 1.571  0.057
H 0.365 -1.382 -0.538  0.136
H -1.926 1.419 -0.145  0.137



13.
Molecular formula: C3H4N2O
Method: DFT, ωB97M-V/def2-TZVPD

Summary:
ΔE to the lowest compared entry with this formula, charge and spin	123.2	kcal/mol
largest force on an atom	0.0539	hartree/bohr
electronic energy	-301.2908	hartree
net charge	0

Each line ends with the Löwdin charge.
CARTESIAN COORDINATES (ANGSTROEM)
O -1.407 0.911 -0.702  0.044
N 1.046 -0.780 1.365  0.122
N 0.964 -1.055 -2.232  0.140
C 0.468 -0.251 -1.517  -0.349
C -0.063 -0.302 0.954  -0.206
C -0.302 0.220 -0.377  -0.326
H -0.983 -0.278 1.558  0.128
H -1.618 1.674 -0.140  0.130
H 0.945 -1.147 2.319  0.061
H 0.950 1.009 -1.228  0.256



14.
Molecular formula: C3H4N2O
Method: DFT, ωB97M-V/def2-TZVPD

Summary:
ΔE to the lowest compared entry with this formula, charge and spin	70.2	kcal/mol
largest force on an atom	0.0721	hartree/bohr
electronic energy	-301.3754	hartree
net charge	0

Each line ends with the Löwdin charge.
CARTESIAN COORDINATES (ANGSTROEM)
O 1.238 -1.023 -1.335  0.024
N -0.639 0.350 -1.115  0.071
N -0.405 0.413 1.460  0.011
C 0.435 -0.372 -0.676  -0.547
C -1.321 0.977 0.983  0.080
C 0.658 -0.350 0.851  -0.099
H -0.742 0.282 -2.123  0.100
H 1.620 0.109 1.090  0.131
H 0.658 -1.368 1.246  0.131
H -1.501 0.983 -0.381  0.096



15.
Molecular formula: C3H4N2O
Method: DFT, ωB97M-V/def2-TZVPD

Summary:
SMILES string	N#CC=C=O.N
ΔE to the lowest compared entry with this formula, charge and spin	54.5	kcal/mol
largest force on an atom	0.1074	hartree/bohr
electronic energy	-301.4004	hartree
net charge	0

Each line ends with the Löwdin charge.
CARTESIAN COORDINATES (ANGSTROEM)
O -2.246 3.126 -0.839  0.223
N 0.980 0.884 0.809  0.141
N 1.368 -1.812 0.172  0.001
C -0.070 0.845 0.360  -0.258
C -1.972 2.040 -0.532  -0.134
C -1.407 0.913 -0.142  -0.075
H -1.775 -0.073 -0.217  0.098
H 1.474 -2.852 0.235  0.030
H 2.031 -1.384 0.877  0.036
H 1.616 -1.686 -0.722  -0.062



16.
Molecular formula: C3H4N2O
Method: DFT, ωB97M-V/def2-TZVPD

Summary:
SMILES string	[H]/N=C1\N=CCO1
ΔE to the lowest compared entry with this formula, charge and spin	32.5	kcal/mol
largest force on an atom	0.0204	hartree/bohr
electronic energy	-301.4354	hartree
net charge	0

Each line ends with the Löwdin charge.
CARTESIAN COORDINATES (ANGSTROEM)
O -0.075 0.957 0.687  -0.003
N -1.703 -0.372 1.421  0.176
N -0.552 -0.863 -0.651  0.153
C 1.044 0.702 -0.107  -0.153
C 0.575 -0.399 -1.016  -0.086
C -0.886 -0.103 0.519  -0.536
H 1.142 -0.801 -1.850  0.121
H 1.756 0.279 0.624  0.143
H 1.347 1.640 -0.577  0.133
H -2.173 -1.209 1.108  0.053



17.
Molecular formula: C3H4N2O2
Method: DFT, ωB97M-V/def2-TZVPD

Summary:
SMILES string	O=C1NO1.C#CN
ΔE to the lowest compared entry with this formula, charge and spin	137.1	kcal/mol
largest force on an atom	0.0130	hartree/bohr
electronic energy	-376.5454	hartree
net charge	0

Each line ends with the Löwdin charge.
CARTESIAN COORDINATES (ANGSTROEM)
O -2.184 -1.662 -0.721  0.114
O -0.183 -1.624 -1.979  0.164
N 0.310 1.945 0.859  0.052
N -1.267 -0.607 -0.007  0.192
C -0.971 -1.365 -1.136  -0.613
C 1.063 0.851 0.576  -0.302
C 1.728 -0.137 0.374  0.078
H -0.918 -1.099 0.822  0.114
H 0.744 2.821 0.591  0.094
H -0.637 1.868 0.505  0.077
H 2.316 -0.989 0.116  0.030



18.
Molecular formula: C3H4N2O2
Method: DFT, ωB97M-V/def2-TZVPD

Summary:
SMILES string	C=C=CN[N+](=O)[O-]
ΔE to the lowest compared entry with this formula, charge and spin	180.0	kcal/mol
largest force on an atom	0.1767	hartree/bohr
electronic energy	-376.4770	hartree
net charge	0

Each line ends with the Löwdin charge.
CARTESIAN COORDINATES (ANGSTROEM)
O 1.668 -1.345 2.617  0.084
O 2.148 0.573 1.610  0.078
N 0.550 -0.732 0.834  0.047
N 1.585 -0.473 1.800  -0.433
C -0.743 0.296 -1.174  -0.051
C -1.653 0.481 -2.046  -0.038
C 0.216 0.313 -0.039  -0.095
H -0.062 -1.599 0.929  0.191
H -2.546 0.825 -1.552  0.060
H 0.566 1.344 0.114  0.104
H -1.728 0.317 -3.094  0.052



19.
Molecular formula: C3H4N2O2
Method: DFT, ωB97M-V/def2-TZVPD

Summary:
SMILES string	Nc1coc(=O)[nH]1
ΔE to the lowest compared entry with this formula, charge and spin	34.0	kcal/mol
largest force on an atom	0.0143	hartree/bohr
electronic energy	-376.7096	hartree
net charge	0

Each line ends with the Löwdin charge.
CARTESIAN COORDINATES (ANGSTROEM)
O 0.931 -1.586 0.047  0.068
O -0.887 -2.574 1.028  0.112
N -0.834 -0.313 0.459  0.154
N -0.254 1.820 -0.434  0.104
C -0.325 -1.614 0.570  -0.524
C 0.136 0.506 -0.141  -0.355
C 1.221 -0.260 -0.326  -0.031
H -1.258 0.037 1.306  0.161
H 2.234 -0.078 -0.636  0.118
H -1.239 1.812 -0.687  0.096
H 0.275 2.251 -1.186  0.096



20.
Molecular formula: C3H4N2O2
Method: DFT, ωB97M-V/def2-TZVPD

Summary:
SMILES string	N#CCN(O)C=O
ΔE to the lowest compared entry with this formula, charge and spin	107.4	kcal/mol
largest force on an atom	0.1250	hartree/bohr
electronic energy	-376.5927	hartree
net charge	0

Each line ends with the Löwdin charge.
CARTESIAN COORDINATES (ANGSTROEM)
O 0.005 1.440 -0.664  -0.098
O 1.431 -1.667 -0.248  0.097
N 0.582 0.471 0.219  -0.154
N -2.418 -0.936 -0.849  0.145
C -0.616 -0.080 0.950  -0.110
C 1.321 -0.512 -0.488  -0.313
C -1.638 -0.469 -0.053  -0.188
H 0.648 2.337 -0.476  0.217
H -0.226 -1.145 1.120  0.141
H 1.856 0.077 -1.298  0.153
H -0.943 0.483 1.787  0.110